Entry from the OMol25 dataset: C40H42NOP2V as an isolated structure (the ωB97M-V functional and the def2-TZVPD basis).

Each line ends with the Mulliken charge.
Positions of all 87 atoms, in Å:
V 3.125 -0.315 -2.091  -0.0057
C 1.327 1.716 1.263  -0.5270
C 2.609 1.500 0.888  -0.3542
C 3.745 0.605 1.358  -1.3115
C 3.725 -0.766 0.607  1.0276
C 2.632 -1.745 1.062  -0.7788
C 1.498 -1.264 1.646  -0.2194
C 1.391 -0.251 2.733  -1.1259
C 0.482 0.810 2.171  0.0340
C 2.698 -2.184 -2.832  -0.6493
H 0.669 2.312 0.545  0.3805
H 2.993 2.177 0.125  0.6309
H 3.875 0.452 2.444  0.4505
H 4.694 1.170 1.088  0.4508
H 3.993 -0.551 -0.483  -0.7506
H 4.622 -1.339 0.848  0.6116
H 2.719 -2.772 0.614  0.4511
H 0.495 -1.638 1.362  0.5706
H 2.344 0.200 3.013  0.2447
H 1.058 -0.705 3.664  0.4718
H -0.405 0.284 1.753  -0.1428
H -0.038 1.488 2.869  0.4750
H 1.648 -1.945 -2.573  -0.3343
H 3.362 -2.821 -2.185  0.0914
H 2.962 -2.156 -3.911  0.8713
P 6.822 -0.601 -4.628  0.4825
P 6.494 -3.181 -3.012  0.4489
C 7.865 -0.857 -3.126  -0.4052
C 7.614 -1.929 -2.298  -0.2917
C 7.883 0.104 -6.000  0.6338
C 9.133 0.719 -5.807  -0.2622
C 9.830 1.326 -6.861  -0.7066
C 9.344 1.251 -8.167  -0.4517
C 8.098 0.663 -8.382  -0.5470
C 7.380 0.098 -7.323  -0.5636
C 5.692 0.743 -4.148  0.6987
C 4.411 0.507 -3.591  0.1017
C 3.679 1.613 -3.099  -0.3043
C 4.141 2.910 -3.322  -0.9500
C 5.389 3.118 -3.896  -0.8173
C 6.182 2.043 -4.280  -0.3726
C 7.693 -4.210 -3.992  0.4846
C 8.360 -3.597 -5.065  0.2241
C 9.163 -4.297 -5.964  -0.8508
C 9.344 -5.669 -5.797  -0.4839
C 8.733 -6.313 -4.719  -0.7350
C 7.956 -5.587 -3.816  -0.4705
C 5.790 -4.368 -1.762  0.5963
C 4.705 -5.172 -2.206  -0.4019
C 3.978 -5.929 -1.300  -0.5788
C 4.337 -5.938 0.049  -0.5982
C 5.455 -5.222 0.472  -0.6379
C 6.195 -4.443 -0.425  -0.6275
H 8.588 -0.042 -2.977  0.4924
H 8.055 -2.204 -1.311  0.3996
H 9.594 0.750 -4.826  0.2881
H 10.765 1.859 -6.689  0.4041
H 9.901 1.665 -9.013  0.3955
H 7.672 0.632 -9.384  0.3902
H 6.409 -0.360 -7.505  0.3874
H 3.986 -0.530 -3.568  0.1987
H 2.664 1.561 -2.606  1.0839
H 3.503 3.732 -3.002  0.4671
H 5.729 4.137 -4.024  0.4396
H 7.167 2.256 -4.709  0.4003
H 8.227 -2.540 -5.214  -0.2695
H 9.681 -3.778 -6.775  0.4281
H 9.896 -6.240 -6.536  0.3879
H 8.896 -7.391 -4.588  0.3759
H 7.528 -6.093 -2.958  0.3610
H 4.453 -5.197 -3.268  0.4674
H 3.142 -6.530 -1.646  0.4171
H 3.725 -6.465 0.771  0.4347
H 5.777 -5.268 1.505  0.4276
H 7.100 -3.921 -0.104  0.3258
O 0.919 0.102 -2.041  -0.3875
N -0.377 0.027 -1.615  0.1886
C -0.992 1.233 -1.273  -0.4280
C -1.930 1.240 -0.219  -0.1989
C -2.327 -0.037 0.351  -0.2614
C -1.935 -1.228 -0.272  -0.6342
C -0.937 -1.166 -1.267  -0.2427
H -0.531 2.126 -1.748  0.4223
H -2.325 2.221 0.187  0.3899
H -3.039 -0.078 1.236  0.3764
H -2.356 -2.204 0.033  0.4120
H -0.599 -2.030 -1.825  0.4845

Summary:
LUMO energy (spin up / spin down)	-7.36 / -6.50	eV
F_max	3.532	eV/Å
E	-3305.195678	Ha
total charge	+2
2S+1	3
expectation value of S²	2.16



Entry from the OMol25 dataset: an isolated molecule of C3H5N2P (the ωB97M-V functional and the def2-TZVPD basis).

Each line ends with the Mulliken charge.
Positions of all 11 atoms, in Å:
C 2.160 0.974 0.006  -0.1170
C 0.394 -0.968 0.112  0.0373
C -1.885 0.012 -0.069  -0.8150
N 1.141 1.646 0.120  -0.3232
N -0.445 -0.035 -0.087  -0.2299
P 2.107 -0.862 0.154  -0.1542
H 3.087 1.348 -0.344  0.4244
H -0.059 -2.084 0.203  0.2301
H -2.156 0.557 -0.867  0.3100
H -2.238 -0.989 -0.053  0.2827
H -2.104 0.403 0.824  0.3548

Summary:
LUMO energy (spin up / spin down)	-0.45 / -1.60	eV
F_max	4.544	eV/Å
energy relative to the best compared isomer or geometry (same formula, charge and spin)	97.7	kcal per mole
E	-568.000772	Ha
total charge	0